# 1
Below is 6 unconnected molecules or ions with the total composition C36H87N3 at a distorted geometry, with properties calculated with the ωB97M-V functional and the def2-TZVPD basis.

Atoms and positions in Å:
1 C -3.74872 3.07139 -0.49093
2 C -4.46125 1.69886 -0.78353
3 N -5.17596 1.05839 0.34529
4 C -6.49243 0.47037 0.01255
5 C -6.53031 -0.57996 -1.17699
6 C -4.26123 0.08539 1.11535
7 C -4.50572 0.00351 2.64168
8 H -3.36071 3.21604 0.47675
9 H -4.82693 3.50122 -0.11947
10 H -3.44172 3.62868 -1.44373
11 H -3.87444 0.96158 -1.15350
12 H -5.06614 1.95017 -1.66245
13 H -6.94316 1.38551 -0.14451
14 H -6.95172 0.01250 1.02501
15 H -5.74999 -1.48821 -0.99919
16 H -6.05076 -0.15363 -2.09528
17 H -7.47763 -0.83926 -1.27137
18 H -3.26158 0.59901 1.05359
19 H -4.48440 -0.81284 0.52616
20 H -4.38316 1.03892 2.97653
21 H -3.76284 -0.44837 3.21905
22 H -5.30051 -0.62172 2.81080
23 C -2.58598 1.05957 -4.83663
24 C -1.14387 1.29633 -5.49454
25 N -0.16301 2.09100 -4.70355
26 C 1.23693 1.68028 -4.84117
27 C 1.95957 1.72566 -6.27609
28 C -0.48022 3.49755 -4.76368
29 C -0.00915 4.20912 -3.40393
30 H -3.11842 0.41199 -5.42697
31 H -3.08148 1.75190 -4.85507
32 H -2.70265 0.31809 -3.93591
33 H -1.19367 1.81806 -6.46247
34 H -0.65481 0.27981 -5.61896
35 H 1.31026 0.74616 -4.26639
36 H 1.59188 2.37172 -4.18290
37 H 1.53376 1.00987 -6.80694
38 H 2.99316 1.45020 -5.94270
39 H 1.84830 2.66013 -6.82165
40 H -1.49755 3.54224 -4.93977
41 H 0.02774 3.82571 -5.62424
42 H 0.99995 4.26963 -3.15031
43 H -0.39380 3.89944 -2.55994
44 H -0.40381 5.20545 -3.45758
45 C -2.71439 -2.72223 -3.11280
46 C -1.30308 -2.99704 -2.33075
47 N -1.03882 -1.86484 -1.50054
48 C -0.66327 -1.98174 -0.15950
49 C 0.68440 -2.71795 -0.08258
50 C -0.23305 -0.74265 -2.24605
51 C -0.14355 0.56240 -1.62395
52 H -3.47229 -2.50105 -2.56201
53 H -3.21410 -3.56976 -3.74016
54 H -2.33310 -1.94219 -3.85325
55 H -0.46505 -3.08936 -2.98616
56 H -1.82283 -3.90743 -1.53273
57 H -1.35110 -2.60318 0.53781
58 H -0.59043 -1.12726 0.50204
59 H 0.54456 -3.65295 -0.39462
60 H 0.99620 -2.74043 0.91148
61 H 1.47941 -2.06420 -0.46277
62 H -0.76140 -0.66992 -2.95300
63 H 0.75345 -0.96989 -2.52257
64 H 0.32027 1.40272 -2.31919
65 H 0.67816 0.57667 -1.00014
66 H -0.95767 0.99156 -1.04985
67 C 8.58067 2.45525 3.37606
68 C 7.77627 1.09514 3.23168
69 C 6.31810 1.12601 2.90742
70 C 5.45544 -0.09179 2.65330
71 C 3.96664 0.08754 2.92196
72 C 3.29065 -1.26666 2.77326
73 H 8.36122 3.20671 2.61356
74 H 9.51380 2.30264 3.62819
75 H 8.18449 2.73538 4.32689
76 H 7.90532 0.59298 4.26499
77 H 8.38504 0.35233 2.49353
78 H 6.02798 1.91507 2.27765
79 H 5.93916 1.50555 3.96389
80 H 5.67044 -1.07779 3.35539
81 H 5.56143 -0.24270 1.77526
82 H 3.71520 0.71945 2.15019
83 H 3.75121 0.54016 3.84101
84 H 3.73067 -2.03088 3.51887
85 H 3.43678 -1.71127 1.76326
86 H 2.22111 -0.99847 2.80892
87 C -5.09461 -5.01048 7.51387
88 C -4.07535 -5.27873 6.35040
89 C -3.80832 -4.01387 5.38248
90 C -3.18450 -4.51871 4.09289
91 C -3.08071 -3.42836 3.03189
92 C -1.77414 -2.59831 3.45601
93 H -4.76875 -3.98262 8.12171
94 H -5.02874 -5.75328 8.42521
95 H -6.09142 -4.74287 7.05486
96 H -4.54792 -5.97294 5.66096
97 H -3.23887 -5.86886 6.62525
98 H -3.20313 -3.12112 5.67071
99 H -4.85693 -3.53323 5.20824
100 H -4.10262 -5.10862 3.57899
101 H -2.12148 -4.97202 4.36456
102 H -3.97832 -2.89842 2.76988
103 H -2.73981 -3.73165 2.06326
104 H -1.63831 -2.00064 2.77713
105 H -0.92357 -3.12439 3.47437
106 H -1.88191 -2.13013 4.39280
107 C 3.88479 5.22853 -0.26100
108 C 4.34026 3.79376 -0.17591
109 C 3.69044 2.80925 -1.28868
110 C 4.38273 1.35084 -1.14916
111 C 3.80526 0.31364 -2.06182
112 C 4.44527 -1.03349 -1.91874
113 H 4.53234 5.82820 0.44884
114 H 2.93224 5.52497 -0.13802
115 H 4.20897 5.62726 -1.21679
116 H 4.04898 3.37975 0.72852
117 H 5.41726 3.79180 -0.43373
118 H 3.81948 3.12540 -2.29082
119 H 2.41852 2.74600 -1.12847
120 H 4.16844 1.12590 0.05815
121 H 5.41099 1.53662 -1.26254
122 H 3.78036 0.68090 -3.21823
123 H 2.70120 0.40966 -1.84766
124 H 3.92012 -1.65487 -2.51028
125 H 4.66620 -1.37838 -0.85071
126 H 5.41976 -1.15786 -2.15285

Largest force on an atom, hartree/bohr: 0.3399
Kohn-Sham gap, eV: 8.56
E_LUMO, eV: 0.7
Structure (SMILES): CCN(CC)CC.CCN(CC)CC.CCN(CC)CC.CCCCCC.CCCCCC.CCCCCC

# 2
Below is a molecular structure, C36H90CuN6NiO16S at a distorted geometry, with properties calculated with the ωB97M-V functional and the def2-TZVPD basis.

Atoms and positions in Å:
1 Ni 0.24623 2.88704 -1.26931
2 Cu -3.70166 -0.79036 0.05210
3 S -1.12223 1.32512 0.28367
4 O -2.22731 0.75454 -0.49398
5 O -1.13148 2.79969 0.17977
6 O -1.10684 0.82186 1.64882
7 O 0.14816 1.12147 -0.40681
8 C -1.60742 5.76764 -0.55875
9 O -1.17075 4.76481 -1.50662
10 C -2.32031 4.25806 -2.21257
11 C -1.97335 3.20696 -3.28139
12 N -1.17199 2.15841 -2.66839
13 C -0.60149 1.31396 -3.69759
14 C -1.62119 0.30671 -4.29420
15 O -0.80363 -0.57774 -5.03918
16 C -1.45354 -1.76222 -5.48189
17 H -0.73943 6.14489 -0.01803
18 H -2.25560 5.22224 0.12719
19 H -2.02638 6.59415 -1.13272
20 H -2.87981 5.04611 -2.71657
21 H -3.09897 3.79980 -1.60283
22 H -1.40496 3.65203 -4.09806
23 H -2.87725 2.80481 -3.73891
24 H -1.89431 1.61216 -2.22122
25 H 0.20309 0.71469 -3.27141
26 H -0.05037 1.85807 -4.46461
27 H -2.33993 0.80587 -4.94408
28 H -2.25345 -0.10009 -3.50499
29 H -2.48296 -1.64999 -5.82217
30 H -1.51861 -2.47213 -4.65733
31 H -0.97735 -2.24924 -6.33286
32 C 2.22246 -4.05711 2.25071
33 O 1.84293 -3.38302 3.45305
34 C 1.01345 -2.30392 3.27383
35 C 1.74763 -1.14553 2.63225
36 N 1.17866 0.17202 2.89089
37 C 1.21487 0.60899 4.26806
38 C 2.58907 0.71963 4.95374
39 O 3.29000 1.93048 4.71213
40 C 3.74138 2.23701 3.42213
41 H 2.61091 -3.47958 1.41187
42 H 1.39364 -4.66227 1.88336
43 H 3.02721 -4.74375 2.51339
44 H 0.80590 -2.09034 4.32236
45 H 0.11515 -2.58526 2.72430
46 H 1.78944 -1.35466 1.56330
47 H 2.72294 -1.12333 3.11841
48 H 0.25988 0.33290 2.50352
49 H 0.58925 -0.06529 4.85290
50 H 0.73742 1.58780 4.31355
51 H 3.27016 -0.07112 4.63920
52 H 2.46469 0.57652 6.02712
53 H 2.88225 2.26809 2.75204
54 H 4.40670 1.54631 2.90407
55 H 4.22520 3.21349 3.39968
56 C -5.42142 0.25431 -3.18931
57 O -5.05884 -0.66017 -2.07940
58 C -6.03537 -1.70557 -2.00816
59 C -5.55619 -2.98297 -1.25442
60 N -5.11082 -2.66023 0.10621
61 C -4.29130 -3.74669 0.66829
62 C -2.90578 -3.81504 -0.00938
63 O -2.27980 -2.52122 0.02404
64 C -1.12023 -2.43054 -0.67386
65 H -5.34242 -0.29402 -4.12802
66 H -4.80451 1.15263 -3.16617
67 H -6.45924 0.53877 -3.01575
68 H -6.31081 -2.08449 -2.99236
69 H -6.89846 -1.35584 -1.44171
70 H -4.81174 -3.39628 -1.93491
71 H -6.43384 -3.62624 -1.31777
72 H -5.89911 -2.82589 0.71552
73 H -4.76658 -4.72715 0.63834
74 H -4.07937 -3.56797 1.72246
75 H -3.03771 -4.25602 -0.99743
76 H -2.34422 -4.56264 0.55084
77 H -0.31793 -2.96367 -0.16377
78 H -0.91236 -1.37752 -0.86365
79 H -1.29275 -2.89428 -1.64509
80 C 2.79756 7.38177 2.01987
81 O 2.09290 6.32688 1.37407
82 C 1.91111 5.16746 2.14017
83 C 1.14095 4.09112 1.31181
84 N 1.65959 3.88419 -0.05424
85 C 2.78936 2.98422 0.05340
86 C 3.36024 2.64852 -1.33901
87 O 2.36466 1.84948 -2.03148
88 C 2.96312 1.46488 -3.31904
89 H 3.87665 7.23723 1.96728
90 H 2.58087 7.44734 3.08610
91 H 2.58072 8.36933 1.61268
92 H 1.26798 5.37274 2.99595
93 H 2.92833 4.89646 2.42286
94 H 0.13663 4.50911 1.24304
95 H 1.14769 3.12894 1.82394
96 H 2.13585 4.77241 -0.12016
97 H 2.60828 2.01071 0.50901
98 H 3.60229 3.50926 0.55497
99 H 4.27297 2.06273 -1.23003
100 H 3.51941 3.60926 -1.82864
101 H 3.18328 2.27920 -4.00934
102 H 2.23241 0.88403 -3.88187
103 H 3.79775 0.78236 -3.15879
104 C -5.76167 1.85016 -0.15513
105 O -5.40090 0.80662 0.72117
106 C -4.86554 1.27007 1.98171
107 C -4.46183 0.09011 2.90625
108 N -3.28211 -0.60771 2.40373
109 C -2.83820 -1.60890 3.36925
110 C -2.07881 -0.92344 4.55204
111 O -2.81303 -0.67846 5.76488
112 C -1.90683 -0.29750 6.79354
113 H -6.20096 1.54723 -1.10558
114 H -4.89339 2.40978 -0.50303
115 H -6.46722 2.49477 0.36903
116 H -5.68706 1.84011 2.41558
117 H -4.07616 1.95492 1.67194
118 H -5.28182 -0.59731 3.11401
119 H -4.33055 0.51387 3.90189
120 H -2.49214 0.00297 2.25163
121 H -2.24281 -2.31483 2.79025
122 H -3.67813 -2.20815 3.72074
123 H -1.53337 -0.02371 4.26725
124 H -1.31284 -1.67785 4.73165
125 H -1.75570 0.77964 6.72256
126 H -0.92580 -0.77134 6.82759
127 H -2.50714 -0.43633 7.69268
128 C 1.91339 -1.75987 -2.15327
129 O 3.27854 -1.97486 -2.42498
130 C 4.08859 -1.63874 -1.31409
131 C 5.56496 -1.98243 -1.69119
132 N 5.69406 -3.44753 -1.79904
133 C 7.10740 -3.90134 -2.08861
134 C 7.17110 -5.39570 -2.45827
135 O 6.08461 -5.72948 -3.27021
136 C 6.20976 -6.93503 -4.09400
137 H 1.70052 -0.73215 -1.85905
138 H 1.55263 -2.33314 -1.29927
139 H 1.26510 -1.98555 -2.99995
140 H 3.72244 -2.24379 -0.48466
141 H 3.93104 -0.61373 -0.97848
142 H 6.25990 -1.55286 -0.96965
143 H 5.77172 -1.53127 -2.66165
144 H 5.02816 -3.79178 -2.47592
145 H 7.69630 -3.64479 -1.20801
146 H 7.52072 -3.34611 -2.93063
147 H 7.06447 -5.99533 -1.55429
148 H 8.10611 -5.65704 -2.95381
149 H 5.18534 -7.15026 -4.39787
150 H 6.64382 -7.74447 -3.50704
151 H 6.84746 -6.75572 -4.95962

⟨S²⟩: 2.00
Largest force on an atom, hartree/bohr: 0.0720
Spin multiplicity: 3
Kohn-Sham gap (spin up / spin down), eV: 7.92 / 7.60
E_LUMO (spin up / spin down), eV: -1.5 / -1.8
Charge: +1

# 3
Below is 18 unconnected molecules or ions with the total composition C36H90O36 at a distorted geometry, with properties calculated with the ωB97M-V functional and the def2-TZVPD basis.

Atoms and positions in Å:
1 C 1.98366 6.32003 1.74426
2 O 1.65143 5.25690 2.65364
3 H 1.41320 6.36093 0.81444
4 H 1.70362 7.30669 2.15542
5 H 3.08098 6.13848 1.58055
6 H 0.73627 5.05408 2.38397
7 C 2.42437 -5.87851 -1.43233
8 O 1.19164 -5.19448 -1.45304
9 H 2.84837 -5.92199 -0.43953
10 H 2.24557 -6.90374 -1.76498
11 H 3.21753 -5.46391 -2.08103
12 H 1.00007 -4.76324 -0.59672
13 C -3.53737 -2.85145 1.28531
14 O -4.06267 -2.45220 0.07062
15 H -3.19122 -1.99192 1.80939
16 H -4.26813 -3.34300 1.90649
17 H -2.64931 -3.41043 1.12734
18 H -4.29029 -3.23129 -0.45115
19 C -1.88840 5.53473 1.50767
20 O -0.88842 4.61970 1.91409
21 H -1.46674 6.47243 1.11403
22 H -2.59646 5.13964 0.77520
23 H -2.51555 5.78844 2.35151
24 H -1.33878 4.01818 2.61934
25 C 4.70049 -0.57879 2.96836
26 O 3.63076 0.27504 3.23037
27 H 4.98519 -0.57100 1.91464
28 H 5.65636 -0.36022 3.45558
29 H 4.47602 -1.63180 3.16990
30 H 3.82869 1.19409 3.01216
31 C 4.74842 3.82641 3.73440
32 O 3.75509 3.48775 2.74936
33 H 5.58911 3.19866 3.49839
34 H 4.97940 4.88473 3.54665
35 H 4.40007 3.59965 4.74881
36 H 2.96229 3.99765 2.91757
37 C -2.87216 2.06514 3.45657
38 O -2.07048 3.21505 3.80720
39 H -3.63819 2.40543 2.81075
40 H -2.32362 1.30715 2.88449
41 H -3.34520 1.63184 4.33378
42 H -1.35891 2.93218 4.46504
43 C -0.22615 -5.37132 2.20832
44 O -0.46202 -4.97981 0.85560
45 H 0.45285 -6.23495 2.28201
46 H 0.29931 -4.64621 2.81069
47 H -1.15287 -5.64786 2.74162
48 H -0.89996 -5.69523 0.33629
49 C 1.03162 2.68288 5.53609
50 O -0.27192 2.15213 5.67416
51 H 1.76506 2.16331 4.85004
52 H 0.88521 3.71044 5.17438
53 H 1.53365 2.79406 6.52053
54 H -0.18951 1.19058 5.81923
55 C -2.14471 -2.24689 7.06451
56 O -1.24574 -2.76345 6.07287
57 C -0.49324 -1.88040 5.42740
58 O -0.51775 -0.69957 5.59316
59 O 0.23199 -2.50593 4.52309
60 C 1.06197 -1.69436 3.67510
61 H -2.74782 -3.08072 7.40179
62 H -2.77732 -1.43886 6.63744
63 H -1.56478 -1.85699 7.92225
64 H 0.44997 -1.06774 3.02839
65 H 1.61617 -2.37682 3.01807
66 H 1.71136 -1.07946 4.32848
67 C 5.85155 0.69361 -3.46996
68 O 5.04621 1.39549 -2.53347
69 C 5.39951 1.08050 -1.25177
70 O 6.36924 0.47957 -0.92730
71 O 4.50569 1.51293 -0.40355
72 C 3.27671 2.08077 -0.81526
73 H 5.81775 -0.41019 -3.40942
74 H 6.87205 0.97788 -3.32017
75 H 5.42484 0.94586 -4.43911
76 H 3.45522 2.85872 -1.53770
77 H 2.85151 2.52446 0.09303
78 H 2.58881 1.31235 -1.16152
79 C -5.01239 -6.06837 0.20847
80 O -4.59798 -5.44774 -1.08083
81 C -3.26750 -5.47768 -1.34303
82 O -2.43467 -5.96197 -0.63080
83 O -3.08891 -4.85270 -2.51375
84 C -1.73063 -4.76151 -3.00221
85 H -6.10018 -5.84775 0.28824
86 H -4.47566 -5.60592 1.04485
87 H -4.78929 -7.15952 0.26053
88 H -1.11594 -4.47803 -2.16790
89 H -1.75014 -3.95832 -3.79226
90 H -1.38827 -5.66862 -3.50387
91 C 2.48390 -1.34931 0.02811
92 O 3.55636 -2.30719 0.10157
93 C 3.66701 -3.15028 1.13198
94 O 2.66717 -3.41980 1.80325
95 O 4.86897 -3.78970 1.25841
96 C 5.75062 -3.72326 0.11477
97 H 1.63137 -1.68814 0.58152
98 H 2.18284 -1.26617 -1.04172
99 H 2.84111 -0.41513 0.53576
100 H 5.99462 -2.66784 0.02096
101 H 5.24693 -4.11192 -0.75597
102 H 6.56057 -4.36964 0.38067
103 C -3.03282 0.67452 -3.18891
104 O -2.59210 0.97332 -4.52796
105 C -2.02170 -0.00275 -5.18507
106 O -1.87287 -1.14767 -4.73216
107 O -1.76975 0.37774 -6.43487
108 C -1.23784 -0.64216 -7.28245
109 H -3.62108 1.54916 -2.96059
110 H -2.18027 0.46978 -2.50000
111 H -3.75199 -0.14173 -3.28157
112 H -0.65874 -0.17073 -8.00583
113 H -2.03211 -1.26853 -7.72384
114 H -0.52277 -1.27299 -6.74576
115 C 0.53578 1.57374 1.89107
116 O 0.06464 1.16647 0.58660
117 C -0.46857 -0.05765 0.49621
118 O -0.90399 -0.80202 1.33614
119 O -0.45808 -0.34140 -0.85352
120 C -0.99062 -1.65207 -1.27055
121 H 1.34410 0.92726 2.15691
122 H -0.20264 1.53062 2.71713
123 H 0.88842 2.60048 1.81520
124 H -0.57282 -1.74787 -2.22885
125 H -2.05191 -1.66381 -1.33241
126 H -0.67147 -2.43037 -0.56449
127 C 2.12420 -3.30485 -5.24755
128 O 1.84333 -1.94423 -5.69632
129 C 1.82302 -0.97159 -4.81353
130 O 2.32602 -1.03123 -3.71379
131 O 1.32182 0.11267 -5.37050
132 C 1.34974 1.28299 -4.49201
133 H 1.24264 -3.81790 -4.89166
134 H 2.78216 -3.20354 -4.39567
135 H 2.59416 -3.79321 -6.09831
136 H 0.72222 1.13275 -3.61549
137 H 0.86302 2.10282 -5.03260
138 H 2.33461 1.61597 -4.14413
139 C -6.43424 4.70043 0.70294
140 O -6.28763 3.34118 0.21414
141 C -5.07177 2.74377 0.19036
142 O -4.00778 3.21908 0.48132
143 O -5.20220 1.51083 -0.24353
144 C -4.09121 0.59485 -0.24773
145 H -5.64669 5.14934 1.27688
146 H -7.35244 4.56472 1.30517
147 H -6.69702 5.27178 -0.14470
148 H -4.00139 0.15923 0.72978
149 H -3.13746 1.00143 -0.53314
150 H -4.36184 -0.20703 -0.93331
151 C -2.43737 5.00821 -5.64138
152 O -1.47212 4.43043 -4.74405
153 C -1.80627 4.24816 -3.48078
154 O -2.92607 4.46859 -3.03043
155 O -0.75631 3.79673 -2.86008
156 C -0.82115 3.80928 -1.41630
157 H -2.61756 6.04982 -5.39772
158 H -3.37522 4.36519 -5.73297
159 H -2.03639 4.90588 -6.66832
160 H 0.18840 3.66203 -1.01621
161 H -1.40148 2.96190 -1.02594
162 H -1.20355 4.74684 -1.00339

Largest force on an atom, hartree/bohr: 0.0560
Kohn-Sham gap, eV: 10.43
E_LUMO, eV: 0.6